# 1
# C13H32AsNO3PS2

A molecular structure, C13H32AsNO3PS2 at a distorted geometry (wB97M-V/def2-TZVPD, the Open Molecules 2025 dataset).

- orbital gap (eV) = 6.923
- electronic energy (eV) = -113428.43044
- ΔE to the lowest compared entry with this formula, charge and spin (kJ/mol) = 0.0
- net charge = -1

Each line ends with the Mulliken charge.
Element x y z (Å)
C -3.3222 -3.6330 1.9771  -0.876
O -2.5192 -2.5207 1.7252  -0.235
C -2.8037 -1.8739 0.5071  -0.418
C -2.5165 -0.3840 0.6336  -1.014
C -1.2977 -0.0009 1.4754  -1.462
As 0.5334 0.1217 0.5988  0.682
S -0.2374 -0.8336 -1.4614  -0.398
C 2.4758 0.4725 -0.2698  -0.855
C 3.6458 0.2513 0.5900  -0.366
O 4.2201 -0.8080 0.7760  -0.545
C 1.1150 -1.7201 1.2568  -1.099
C 1.8960 -2.6229 0.3162  -0.516
C 1.1703 -3.8661 -0.2379  -0.742
O -0.2087 -3.9356 0.0971  -0.410
C 0.0952 2.0518 -0.0018  -1.397
C -0.0107 2.3408 -1.4909  -0.318
C -0.0239 3.8785 -1.7465  -0.592
C -0.8151 4.2995 -2.9911  -0.625
N -0.0142 4.5372 -4.2052  -0.664
P 1.4332 1.1236 2.6429  0.023
S 0.1975 1.6243 4.1146  -0.481
H -3.0691 -4.4616 1.3087  0.263
H -4.3862 -3.4048 1.8561  0.356
H -3.1584 -3.9359 3.0068  0.268
H -3.8699 -1.9980 0.2768  0.601
H -2.2598 -2.3205 -0.3253  0.051
H -2.5344 0.0980 -0.3437  0.136
H -3.3904 0.0280 1.1519  0.548
H -1.5076 0.9749 1.9036  0.631
H -1.2543 -0.6678 2.3316  0.793
H 0.8378 -1.2779 -2.1162  0.131
H 2.6093 -0.1330 -1.1612  0.496
H 2.5095 1.5152 -0.5832  0.464
H 4.0166 1.1442 1.1353  0.404
H 0.1992 -2.2020 1.5902  0.607
H 1.7112 -1.5764 2.1572  0.552
H 2.7647 -2.9988 0.8569  0.460
H 2.3294 -2.0849 -0.5193  0.144
H 1.6543 -4.7725 0.1310  0.270
H 1.2879 -3.8850 -1.3227  0.322
H -0.7038 -4.0226 -0.7096  0.268
H 0.8763 2.7016 0.3985  0.639
H -0.8360 2.3772 0.4581  0.556
H 0.8321 1.9240 -2.0341  0.174
H -0.9405 1.9525 -1.8938  0.237
H 1.0027 4.2311 -1.8329  0.291
H -0.4897 4.3473 -0.8792  0.346
H -1.3865 5.2010 -2.7751  0.289
H -1.5339 3.5230 -3.2444  0.394
H 0.2038 3.6537 -4.6408  0.275
H 0.8647 4.9546 -3.9341  0.252
H 2.1467 2.2804 2.2513  0.020
H 2.4611 0.3327 3.1955  0.070

***

# 2
# C34H38AsN3O2RhSSi2

A molecular structure, C34H38AsN3O2RhSSi2 (wB97M-V/def2-TZVPD, the Open Molecules 2025 dataset).

- orbital gap (eV) = 6.162
- electronic energy (eV) = -134881.69208
- ΔE to the lowest compared entry with this formula, charge and spin (kJ/mol) = 162.3
- net charge = -1

Each line ends with the Mulliken charge.
Element x y z (Å)
Rh -0.0211 -0.1006 -0.0742  -0.432
C 0.5407 2.4343 2.4067  -1.608
Si -0.7641 1.1940 1.7367  1.077
C -2.3419 2.2520 1.6879  -1.461
C -1.1000 0.0185 3.2029  0.306
C -1.2501 0.4334 4.5281  -0.627
C -1.5407 -0.4771 5.5331  -0.644
C -1.7020 -1.8242 5.2200  -0.705
C -1.5697 -2.2433 3.9048  -0.526
C -1.2646 -1.3333 2.8905  -0.193
Si -1.1447 -1.7748 1.0437  1.999
C -2.9269 -2.2169 0.5696  -1.483
C -0.1280 -3.3841 0.8932  -1.324
H 0.0528 3.1808 3.0419  0.488
H 1.0280 2.9749 1.5893  0.238
H 1.3197 1.9573 3.0070  0.358
H -2.6391 2.4934 2.7133  0.429
H -3.1601 1.7323 1.1896  0.328
H -2.1791 3.1840 1.1405  0.304
H -1.1333 1.4842 4.7807  0.347
H -1.6472 -0.1432 6.5597  0.376
H -1.9344 -2.5395 6.0015  0.371
H -1.7070 -3.2959 3.6693  0.334
H -3.3912 -2.7894 1.3784  0.376
H -2.9792 -2.7995 -0.3507  0.346
H -3.5063 -1.3026 0.4224  0.317
H -0.3485 -4.0619 1.7266  0.451
H 0.9508 -3.2311 0.8534  0.193
H -0.4158 -3.8770 -0.0374  0.334
S -0.9174 -1.6437 -1.9045  -0.518
C -0.1039 -1.3113 -3.4130  0.706
C -0.7344 -1.6784 -4.6170  -0.900
C -0.1322 -1.4576 -5.8393  -0.629
C 1.1241 -0.8555 -5.9184  -0.724
C 1.7591 -0.4816 -4.7462  -0.679
C 1.1587 -0.7052 -3.5114  -0.163
As 1.9174 -0.1823 -1.8193  1.822
C 3.0419 -1.7355 -1.4303  0.456
C 2.5428 -3.0004 -1.7342  -0.688
C 3.2307 -4.1407 -1.3457  -0.737
C 4.4218 -4.0351 -0.6411  -0.633
C 4.9241 -2.7803 -0.3282  -0.933
C 4.2369 -1.6394 -0.7213  -0.206
C 3.2961 1.1123 -2.3557  0.400
C 4.5309 0.7664 -2.9021  -0.403
C 5.4531 1.7472 -3.2409  -0.774
C 5.1523 3.0871 -3.0384  -0.575
C 3.9238 3.4424 -2.4968  -0.874
C 3.0030 2.4614 -2.1565  -0.542
H -1.7160 -2.1332 -4.5646  0.462
H -0.6507 -1.7491 -6.7458  0.346
H 1.5923 -0.6756 -6.8781  0.376
H 2.7310 -0.0034 -4.7905  0.303
H 1.5965 -3.0931 -2.2545  0.329
H 2.8233 -5.1161 -1.5824  0.434
H 4.9533 -4.9272 -0.3321  0.364
H 5.8489 -2.6842 0.2283  0.418
H 4.6460 -0.6680 -0.4676  0.525
H 4.7747 -0.2773 -3.0615  0.447
H 6.4087 1.4639 -3.6660  0.412
H 5.8717 3.8517 -3.3042  0.383
H 3.6794 4.4859 -2.3381  0.416
H 2.0383 2.7329 -1.7381  0.387
C -0.8520 2.5714 -3.0747  -1.048
O -0.2755 1.8435 -1.9957  0.400
C -1.2098 1.2730 -1.0848  -0.150
O -2.3531 1.6150 -1.1931  -0.532
H -0.0636 2.7020 -3.8161  0.292
H -1.2202 3.5477 -2.7489  0.253
H -1.6846 2.0206 -3.5126  0.327
N 4.8237 1.4788 1.4981  -0.504
C 3.8591 0.5367 1.8048  -0.007
C 2.6688 0.5142 1.0797  -1.458
N 1.7189 -0.3845 1.2929  3.099
C 1.9421 -1.2109 2.3306  -0.890
C 3.1024 -1.1495 3.0632  -1.017
N 4.0953 -0.2996 2.8060  -0.723
H 4.8219 1.8241 0.5504  0.202
H 5.7364 1.2750 1.8706  0.300
H 2.4808 1.2648 0.3293  0.935
H 1.1749 -1.9297 2.5722  0.121
H 3.2488 -1.8328 3.8912  0.423

***

# 3
# C6H4O2

C6H4O2 in the gas phase at a distorted geometry (wB97M-V/def2-TZVPD, the Open Molecules 2025 dataset).

- orbital gap (eV) = 8.680
- electronic energy (eV) = -10372.12571
- ΔE to the lowest compared entry with this formula, charge and spin (kJ/mol) = 815.1
- structure (SMILES) = C#CC(C#C)C(=O)O
- net charge = 0

Each line ends with the Mulliken charge.
Element x y z (Å)
C 0.4054 2.3293 -0.3916  -0.347
C -0.0830 1.4628 0.7116  -0.192
C -0.3694 0.0235 1.0017  -0.015
C -1.6341 -0.5016 0.2296  -0.394
C -2.6791 -0.7360 -0.4039  0.044
C 1.0391 -0.5956 0.0868  0.522
O 1.9717 -1.2820 0.3840  -0.509
O 0.8333 -0.5707 -1.2242  -0.414
H 1.0717 3.1801 -0.9284  0.327
H -0.1554 -0.1134 2.1397  0.338
H -3.8581 -0.6391 -0.6968  0.316
H 0.4285 0.4996 -1.1977  0.324

***

# 4
# C4H9NO

C4H9NO in the gas phase at a distorted geometry (wB97M-V/def2-TZVPD, the Open Molecules 2025 dataset).

- orbital gap (eV) = 10.026
- electronic energy (eV) = -7830.58298
- ΔE to the lowest compared entry with this formula, charge and spin (kJ/mol) = 167.6
- structure (SMILES) = CN[C@@H](C)C=O
- net charge = 0

Each line ends with the Mulliken charge.
Element x y z (Å)
C -1.2718 -0.1211 1.4065  -0.886
N -0.9658 -0.5202 0.0482  -0.464
C 0.1578 0.1766 -0.6073  0.632
C 1.3841 0.3798 0.2953  -1.471
C 0.5353 -0.5043 -1.9160  -0.178
O 1.5626 -1.0847 -2.0944  -0.450
H -1.6377 0.9144 1.5254  0.303
H -2.1045 -0.7410 1.7470  0.325
H -0.4508 -0.2722 2.0949  0.305
H -1.7727 -0.3444 -0.5394  0.257
H -0.1789 1.2074 -0.8456  0.198
H 2.2819 0.5157 -0.2957  0.376
H 1.1957 1.2411 0.9294  0.395
H 1.4794 -0.4661 0.9734  0.339
H -0.2146 -0.3810 -2.7216  0.319

***

- Which value of electronic energy does entry 3 give?
  -10372.12571 eV

***

- net charge of number 2 (C34H38AsN3O2RhSSi2)?
  -1

***

- What is the net charge in the first record?
  -1

***

- Among the records above, which one has the highest orbital gap?
  C4H9NO